# C5H11NO

A cluster of 2 separate species, C5H11NO in total (wB97M-V/def2-TZVPD, the Open Molecules 2025 dataset).

Output
lowest unoccupied orbital energy: 0.75 eV
SMILES: C/C=C/C=C/N.O
ΔE to the lowest compared entry with this formula, charge and spin: 3.2552 eV
Kohn-Sham gap: 8.0 eV
HOMO: -7.279 eV
largest force on an atom: 5.1 eV/A

Structure (XYZ):
```
18
C5H11NO, DFT wB97M-V/def2-TZVPD
N -1.90613 1.56224 0.62152
C -0.54263 1.41817 0.67176
C 0.08598 0.43760 1.38713
C 1.52154 0.13548 1.20724
C 1.83031 -1.11528 1.37626
C 3.29969 -1.49177 1.16877
H -2.40074 2.07947 -0.00791
H -2.37782 1.10462 1.44284
H -0.07317 2.22330 0.19849
H -0.48257 -0.16979 2.11931
H 2.14074 0.92862 1.06610
H 1.12345 -2.03979 1.49895
H 3.46369 -2.55826 1.22365
H 3.52641 -1.06170 0.16601
H 3.75979 -0.92661 1.94908
H -4.16131 -0.31931 -4.59209
H -4.22042 0.25846 -6.08028
O -4.58681 -0.46547 -5.41680
```



# C67H67BiClGeN4O3P2

A structure of composition C67H67BiClGeN4O3P2 (wB97M-V/def2-TZVPD, the Open Molecules 2025 dataset).

Output
lowest unoccupied orbital energy: -2.67 eV
ΔE to the lowest compared entry with this formula, charge and spin: 1.7563 eV
Kohn-Sham gap: 7.6 eV
HOMO: -10.243 eV
largest force on an atom: 0.7 eV/A
net charge: +1

Structure (XYZ):
```
146
C67H67BiClGeN4O3P2, DFT wB97M-V/def2-TZVPD
Bi -0.07729 0.71506 0.27992
C 2.37025 -1.67774 0.24342
P 2.57360 0.11288 -0.13164
C 2.54706 0.41541 -1.91747
C 1.99949 -0.49542 -2.82273
C 1.74501 -0.11052 -4.13267
C 2.02050 1.18680 -4.54157
C 2.56289 2.09688 -3.64334
C 2.82184 1.72029 -2.33463
C 4.19455 0.59301 0.48209
C 5.33490 0.30183 -0.26474
C 6.58309 0.61753 0.24557
C 6.69411 1.22358 1.49156
C 5.55859 1.52003 2.22999
C 4.30483 1.21051 1.72337
C 1.54126 -1.74729 1.49923
C 1.63556 -2.55204 2.60804
C 0.54759 -2.22143 3.46277
C -0.16261 -1.22513 2.83799
C -1.42870 -0.51857 3.22526
P -1.28562 1.21681 2.68102
C -0.41622 2.08093 3.99479
C 0.96450 2.24003 3.93568
C 1.63101 2.83287 4.99821
C 0.92130 3.27208 6.10555
C -0.45940 3.12190 6.16028
C -1.13241 2.52880 5.10561
C -2.90297 1.98526 2.50568
C -2.88426 3.46604 2.41990
C -3.89580 4.13375 1.88039
C -5.11691 3.41888 1.40793
C -5.31093 1.97236 1.92781
C -4.02136 1.29017 2.27467
N 0.45170 -0.92123 1.64729
H 1.84764 -2.16282 -0.58497
H 3.33088 -2.17280 0.37636
H 1.78846 -1.51327 -2.51737
H 1.33900 -0.82610 -4.83574
H 1.81374 1.48733 -5.55995
H 2.77729 3.10965 -3.95760
H 3.20935 2.44918 -1.63030
H 5.24846 -0.16066 -1.24077
H 7.47057 0.39492 -0.33124
H 7.67144 1.47280 1.88251
H 5.64726 2.00333 3.19339
H 3.41192 1.46211 2.28017
H 2.39155 -3.29975 2.78684
H 0.32259 -2.65812 4.42300
H -2.30469 -0.95784 2.74079
H -1.58208 -0.54703 4.30516
H 1.50616 1.93264 3.05029
H 2.70369 2.96419 4.95355
H 1.44317 3.74261 6.92808
H -1.01067 3.46858 7.02387
H -2.20919 2.41124 5.14722
H -2.01090 3.99241 2.78528
H -3.85192 5.21199 1.79014
H -5.99445 4.02425 1.64024
H -6.02089 1.84723 2.74999
H -4.03733 0.20650 2.32614
C -3.57619 -7.54508 -1.20859
C -2.09048 -7.25948 -1.47994
C -1.26214 -8.42671 -0.93192
C -1.90922 -7.23936 -3.00589
C -1.60823 -5.89123 -0.86901
O -0.44414 -5.43813 -1.56535
C -1.18462 -5.93400 0.61573
C -2.14397 -6.32301 1.75237
C -3.10225 -5.25153 2.21866
C -4.46330 -5.28969 1.92886
C -5.33381 -4.31413 2.39812
C -4.83909 -3.29816 3.19741
Cl -5.91699 -2.08806 3.82703
C -3.49464 -3.24902 3.52678
C -2.63399 -4.21078 3.02023
C -2.66496 -4.81624 -1.17002
N -2.11230 -3.47068 -1.21277
C -1.67281 -2.68682 -0.23444
N -1.16924 -1.57573 -0.74055
C -1.33361 -1.74319 -2.07989
N -1.90347 -2.87671 -2.40985
H -3.81988 -8.53445 -1.59825
H -4.23119 -6.83486 -1.71453
H -3.82805 -7.54817 -0.15210
H -1.50102 -9.33130 -1.49228
H -1.46623 -8.62755 0.12006
H -0.18689 -8.26089 -1.04143
H -2.37578 -8.13084 -3.42765
H -0.85953 -7.24640 -3.29593
H -2.36957 -6.37048 -3.47579
H 0.20850 -6.14645 -1.56975
H -0.74785 -4.95680 0.84427
H -0.34336 -6.62750 0.65782
H -1.51127 -6.57810 2.60646
H -2.68888 -7.23324 1.51465
H -4.86516 -6.10160 1.33521
H -6.38946 -4.35774 2.16839
H -3.13681 -2.48341 4.20144
H -1.58346 -4.17421 3.29085
H -3.47743 -4.84078 -0.44897
H -3.07041 -4.96609 -2.16525
H -1.70995 -2.94582 0.81176
H -1.02664 -1.01634 -2.81681
O 1.72509 4.56697 0.12364
C 0.86924 3.73544 0.31596
O 1.14505 2.52900 0.78201
C -0.59848 4.02494 0.03483
C -1.00560 3.81227 -1.42786
Ge -2.93529 4.09165 -1.72051
C -3.21613 3.91436 -3.64396
C -4.14813 3.03357 -4.18985
C -4.29030 2.91166 -5.56676
C -3.49841 3.66975 -6.41612
C -2.56971 4.55594 -5.88737
C -2.43226 4.67629 -4.51196
C -3.38184 5.88029 -1.10609
C -4.66346 6.24686 -0.69350
C -4.93944 7.54509 -0.28812
C -3.93376 8.50139 -0.29309
C -2.65640 8.15721 -0.70909
C -2.38430 6.85637 -1.11290
C -3.97736 2.66205 -0.85955
C -3.65122 1.41524 -1.23009
C -4.46514 0.22853 -0.91041
C -5.51622 0.30651 -0.10315
C -5.88979 1.60365 0.52745
C -5.24333 2.89395 -0.06274
H -0.79222 5.06142 0.31297
H -1.22110 3.40111 0.67979
H -0.75441 2.80856 -1.79099
H -0.44632 4.49703 -2.06990
H -4.77122 2.43191 -3.53847
H -5.02177 2.22648 -5.97575
H -3.60925 3.57673 -7.48853
H -1.95709 5.15688 -6.54704
H -1.70902 5.38192 -4.11655
H -5.46525 5.51907 -0.69394
H -5.94027 7.81282 0.02587
H -4.14711 9.51423 0.02228
H -1.86961 8.90035 -0.71748
H -1.37590 6.60689 -1.42412
H -2.80421 1.25711 -1.89505
H -4.21984 -0.70578 -1.39389
H -6.12849 -0.56421 0.09702
H -6.97589 1.69715 0.56185
H -5.92310 3.49905 -0.66826
```



# C20H21ClN5PtS2Se2

A structure of composition C20H21ClN5PtS2Se2 (wB97M-V/def2-TZVPD, the Open Molecules 2025 dataset).

Output
multiplicity: 5
lowest unoccupied orbital energy (spin up / spin down): -2.18 / -6.12 eV
ΔE to the lowest compared entry with this formula, charge and spin: 0.3903 eV
Kohn-Sham gap (spin up / spin down): 6.6 / 5.1 eV
HOMO (spin up / spin down): -8.807 / -11.260 eV
largest force on an atom: 0.6 eV/A
net charge: +1

Structure (XYZ):
```
52
C20H21ClN5PtS2Se2, DFT wB97M-V/def2-TZVPD
Pt -0.52142 0.07457 -0.21063
C -1.05552 3.76769 -1.18059
C -0.81065 3.50012 0.26600
N -0.57409 2.31333 0.75535
C -0.35608 2.36100 2.11752
C -0.44126 3.60310 2.65991
S -0.78681 4.74662 1.43900
C -0.10119 1.10698 2.83151
C 0.36067 0.95500 4.10084
S 0.37831 -0.70275 4.50723
C -0.21346 -1.10842 2.95411
N -0.41336 -0.06807 2.18845
C -0.44754 -2.51847 2.53657
H -1.17124 2.81909 -1.69880
H -0.21045 4.30021 -1.61955
H -1.94669 4.37829 -1.32423
H -0.33836 3.88645 3.69285
H 0.66714 1.71724 4.79638
H -0.77841 -3.12712 3.37613
H 0.47862 -2.94936 2.14901
H -1.20031 -2.54374 1.75111
Cl -1.97611 -2.60300 -1.41374
C -0.37920 -1.89071 -0.88671
H 0.23551 -1.93922 -1.78538
H -0.00626 -2.60085 -0.15679
C -2.53555 -0.08930 -5.48592
N -1.56423 0.20619 -4.44724
C -0.20720 0.33906 -4.60578
C 0.29730 0.57715 -3.36535
N -0.72957 0.60124 -2.45289
C -1.82902 0.36890 -3.14016
H -2.45590 0.63986 -6.28940
H -3.53066 -0.03389 -5.05235
H -2.37275 -1.09204 -5.87617
H 0.26439 0.24834 -5.56777
H 1.32042 0.72997 -3.06906
H -2.82152 0.27250 -2.73349
Se -5.14910 2.06134 -0.19711
C -3.73413 0.95150 0.00947
N -2.81717 0.25618 0.14406
Se 2.13049 0.64382 0.23742
C 2.81168 -0.89967 1.06051
C 3.41954 -0.76130 2.31234
C 3.88823 -1.88200 2.97750
C 3.79747 -3.13150 2.37870
C 3.22909 -3.26488 1.11742
C 2.71997 -2.15737 0.46194
H 3.51475 0.22041 2.75851
H 4.34267 -1.77595 3.95324
H 4.18231 -4.00374 2.88976
H 3.17345 -4.23760 0.64741
H 2.26316 -2.26516 -0.51112
```



# C24H30N2O6

An isolated molecule of C24H30N2O6 (wB97M-V/def2-TZVPD, the Open Molecules 2025 dataset).

Output
lowest unoccupied orbital energy: 0.63 eV
SMILES: CCOc1ccccc1NC(=O)COC(=O)[C@H](CC(C)C)N1C(=O)[C@H]2CC=CC[C@H]2C1=O
ΔE to the lowest compared entry with this formula, charge and spin: 0.2483 eV
Kohn-Sham gap: 8.8 eV
HOMO: -8.200 eV
largest force on an atom: 0.7 eV/A

Structure (XYZ):
```
62
C24H30N2O6, DFT wB97M-V/def2-TZVPD
C 1.32514 3.16865 0.11069
C 1.40423 2.20452 -1.06664
O 2.07330 1.00688 -0.72748
C 3.40034 1.06182 -0.38174
C 4.29780 2.02702 -0.80876
C 5.63276 1.94895 -0.44229
C 6.08014 0.91028 0.35096
C 5.19442 -0.05798 0.79399
C 3.85662 0.01214 0.43893
N 2.89322 -0.91018 0.85730
C 3.07514 -2.11342 1.43442
O 4.13269 -2.59840 1.77058
C 1.76297 -2.87730 1.66235
H 1.41340 -2.70567 2.68786
H 1.95801 -3.94571 1.53212
O 0.75776 -2.47063 0.74140
C -0.44696 -2.18526 1.21931
O -0.77329 -2.29650 2.37134
C -1.41649 -1.69767 0.14021
N -2.16265 -0.61080 0.74659
C -1.53903 0.43096 1.38738
O -0.34312 0.55673 1.46327
C -2.61100 1.35422 1.93502
C -3.93502 0.70421 1.52124
C -3.53789 -0.57560 0.81050
O -4.25957 -1.41647 0.34651
H -4.55723 0.44400 2.38077
C -4.76490 1.56277 0.54512
C -3.87061 2.15825 -0.49720
C -2.74373 2.73860 -0.11379
C -2.41063 2.76252 1.34555
H -1.38326 3.08048 1.51698
H -3.07715 3.45747 1.86486
H -2.05278 3.18437 -0.81176
H -4.16841 2.09538 -1.53176
H -5.53980 0.93979 0.09871
H -5.25077 2.36427 1.10941
H -2.49740 1.40049 3.02116
C -0.78843 -1.26698 -1.19241
H 0.26892 -1.04551 -1.04792
H -1.27778 -0.34002 -1.50397
C -0.94650 -2.29289 -2.32406
C -2.40538 -2.42444 -2.75848
H -3.03833 -2.77236 -1.94594
H -2.79081 -1.46524 -3.09778
H -2.48924 -3.13424 -3.57790
C -0.35785 -3.65138 -1.95371
H -0.38046 -4.31469 -2.81532
H -0.92388 -4.12144 -1.15314
H 0.67341 -3.54300 -1.62893
H -0.37766 -1.90213 -3.17583
H -2.15354 -2.49408 -0.02213
H 1.94593 -0.61780 0.63929
H 5.52944 -0.87166 1.41486
H 7.11990 0.85076 0.63255
H 6.31948 2.70761 -0.78632
H 3.97031 2.83994 -1.43821
H 0.40135 1.87349 -1.34992
H 1.86962 2.68077 -1.93890
H 2.31529 3.52584 0.38404
H 0.70130 4.02061 -0.14644
H 0.89864 2.64569 0.96342
```